Record 1
Computed, not measured: C46H54FeN8S3 as an isolated structure, with ωB97M-V with the def2-TZVPD basis set.

The expectation value of S² is 8.760. As for the HOMO energy (alpha / beta): -0.597 / -0.599 Eh. Its orbital gap (alpha / beta) is 9.369 / 8.155 eV. For the total energy, the calculation gives -4680.59734 hartree.

Geometry as ORCA input:
```
! wB97M-V def2-TZVPD RIJCOSX def2/J DEFGRID3
* xyz 3 6
Fe 1.474 1.627 0.031
S -1.543 -1.587 -0.364
S -1.664 1.119 0.433
S 1.170 -1.726 0.343
N -0.361 1.777 0.635
N 1.614 -0.336 0.148
N -0.408 -2.059 0.583
N -1.702 -0.070 -0.680
N 0.956 1.945 -2.078
N 3.669 1.374 -0.570
N 1.518 3.878 -0.131
N 2.533 2.051 1.927
C 1.969 1.794 -3.157
C -1.443 -2.302 -1.971
C -5.341 -3.250 1.386
C -1.481 0.091 2.928
C -1.515 -1.523 -3.119
C -4.242 -0.032 3.310
C 0.764 4.555 0.963
C -4.576 2.859 -1.782
C 2.435 3.414 2.517
C 1.856 -2.472 1.793
C -4.177 -2.074 -0.356
C 2.213 -4.985 -1.800
C 0.231 3.238 -2.131
C -4.155 -3.428 2.083
C -2.999 -2.264 0.360
C -3.654 1.920 -1.337
C 4.207 1.516 -1.948
C -3.743 0.454 2.112
C 3.235 -2.336 1.924
C -2.363 0.508 1.941
C 1.838 -2.258 -2.232
C 1.101 -3.171 2.724
C 1.041 3.991 2.358
C -3.371 -0.456 4.306
C -3.038 3.418 0.474
C -3.967 4.339 0.023
C -1.435 -2.158 -4.349
C -5.355 -2.573 0.170
C 3.118 -3.589 3.970
C -1.224 -4.299 -3.253
C -1.996 -0.401 4.117
C 2.189 -3.085 -3.287
C 2.382 -4.444 -3.069
C -1.288 -3.537 -4.414
C 3.944 1.608 1.823
C 4.507 1.997 0.470
C -2.964 -2.932 1.573
C 1.033 4.337 -1.458
C -4.731 4.060 -1.106
C 1.746 -3.724 3.822
C 3.865 -2.901 3.020
C 1.670 -2.812 -0.972
C -1.306 -3.686 -2.016
C 1.847 -4.170 -0.739
C -2.893 2.216 -0.215
C 3.351 2.370 -2.862
H 0.037 -3.289 2.592
H -4.416 0.795 1.336
H -1.272 -4.270 -1.105
H 4.304 0.516 -2.378
H 3.633 0.380 -0.361
H 2.047 1.416 2.556
H 4.544 2.031 2.631
H -4.102 5.272 0.553
H -5.176 2.647 -2.656
H -6.264 -3.647 1.787
H 3.874 2.452 -3.817
H 2.079 0.726 -3.359
H -1.120 -5.374 -3.313
H 2.488 4.166 -0.048
H -0.293 4.452 0.723
H 0.311 3.220 2.609
H 0.911 4.796 3.081
H 5.548 1.672 0.393
H 2.377 -6.041 -1.634
H 0.017 3.517 -3.166
H -0.412 0.159 2.762
H -3.769 -0.820 5.245
H -2.444 3.618 1.358
H 5.214 1.933 -1.898
H -6.282 -2.447 -0.372
H -5.456 4.783 -1.454
H 1.719 -4.588 0.250
H 4.502 3.081 0.334
H -1.646 -0.453 -3.049
H 2.322 -2.672 -4.278
H 4.937 -2.815 3.129
H -4.153 -3.958 3.026
H 2.711 3.360 3.572
H -2.036 -3.048 2.111
H 3.186 4.046 2.037
H 0.263 1.210 -2.208
H 1.006 5.621 0.933
H 2.673 -5.084 -3.891
H -1.505 -1.577 -5.258
H 1.172 -4.272 4.558
H 3.290 3.388 -2.477
H -3.532 0.978 -1.852
H -0.717 3.105 -1.611
H -1.237 -4.026 -5.378
H 0.407 5.224 -1.347
H 3.810 -1.822 1.165
H 3.965 0.522 1.930
H -5.311 -0.067 3.470
H -1.326 -0.723 4.904
H 1.877 4.636 -2.073
H -4.175 -1.563 -1.312
H 3.613 -4.031 4.825
H 1.571 2.247 -4.069
H 1.691 -1.196 -2.376
*
```


Record 2
Computed, not measured: C46H56BF16Li2O26 as an isolated structure at a distorted geometry, with ωB97M-V with the def2-TZVPD basis set.

The expectation value of S² is 0.756. As for the HOMO energy (alpha / beta): -0.489 / -0.489 Eh. Its orbital gap (alpha / beta) is 7.669 / 2.489 eV. For the total energy, the calculation gives -5380.15907 hartree.

Geometry as ORCA input:
```
! wB97M-V def2-TZVPD RIJCOSX def2/J DEFGRID3
* xyz 2 2
F -1.606 -1.126 -5.405
F -4.559 -3.548 -1.827
F 0.803 -0.548 -4.543
F -2.046 3.067 -1.361
F -3.910 3.988 -0.851
F -5.210 1.223 -5.468
F -7.346 1.124 -5.256
F -4.041 -1.069 -4.305
F -5.234 -1.501 -1.888
F -3.435 1.793 -3.600
F -4.152 1.223 -1.576
F 0.830 -2.731 -5.050
F -5.420 -2.735 -4.359
F -7.568 3.803 -4.782
F -6.666 3.446 -6.705
F -1.548 -0.775 -3.266
O 1.046 -1.132 1.288
O 5.884 5.013 -0.933
O 2.159 4.910 -1.126
O 0.534 4.696 1.263
O 1.164 4.539 -3.101
O -1.882 -3.131 7.666
O 4.575 0.646 4.652
O 4.951 1.122 2.409
O 0.394 -0.504 -0.787
O 3.914 -3.656 1.688
O -6.191 -2.246 1.259
O -5.271 2.608 -2.842
O -6.183 -0.948 3.101
O 3.462 -2.905 3.753
O 5.214 -5.077 -3.581
O 0.107 4.411 3.400
O -1.806 -2.801 -3.838
O -1.369 -1.498 9.134
O -1.795 0.001 -0.345
O 4.880 0.383 -0.317
O -0.996 -1.132 2.409
O 7.192 -4.754 -4.597
O 4.552 -2.379 -0.998
O 2.643 0.344 0.092
O 6.111 3.158 0.303
O 2.273 -1.933 -0.639
C -4.102 0.046 2.859
C 2.689 1.141 3.357
C 3.145 -3.461 2.600
C -0.678 -0.404 0.033
C 3.811 -0.149 -0.318
C 3.616 -5.008 -5.246
C -0.746 3.739 4.308
C 4.200 0.975 3.376
C -4.000 2.197 -2.428
C -1.803 -0.967 6.760
C 0.721 3.413 -3.744
C 5.251 3.006 -1.977
C -3.229 3.374 -1.869
C -6.205 1.681 -3.325
C -0.082 4.039 2.110
C 1.549 4.180 -1.847
C -3.098 -3.176 -4.422
C 5.593 5.326 -2.294
C 1.075 2.231 -2.786
C 1.151 2.746 -1.440
C 5.965 -4.823 -4.674
C 3.918 -4.687 -3.819
C 3.429 0.495 5.497
C 2.307 -2.620 4.572
C 5.644 4.069 -3.027
C -4.365 -2.365 -2.374
C 1.705 -3.898 2.600
C -6.262 1.849 -4.922
C 3.611 -1.634 -0.772
C -4.263 -2.295 -3.890
C 5.782 3.691 -0.735
C -5.344 -0.098 3.781
C -6.506 3.271 -5.419
C -4.153 -1.147 1.942
C 1.267 -3.594 4.058
C -1.416 2.638 3.488
C -5.623 -1.505 2.026
C -1.147 -1.622 -4.215
C 0.372 -1.758 -4.229
C -2.519 -1.881 5.845
C -0.221 -0.862 1.404
C -2.034 -3.262 6.283
C 5.047 -4.722 -5.840
C -1.614 -1.840 8.014
C -1.008 2.820 2.033
C 2.305 1.306 4.823
B 1.619 -0.767 -0.009
Li 6.523 1.234 1.092
Li 5.479 -3.718 0.408
H 3.588 0.839 6.519
H 2.366 0.189 2.937
H -2.470 -0.131 6.975
H 3.199 -0.559 5.650
H -3.581 -1.710 6.024
H -7.177 1.863 -2.865
H -5.095 -0.534 4.748
H 0.270 -3.162 4.139
H -3.520 -1.960 2.296
H 1.199 -3.287 1.852
H -0.364 3.506 -3.784
H -1.449 4.348 4.876
H 1.336 0.836 4.991
H 0.789 -1.969 -3.244
H -1.845 2.827 1.335
H -3.274 -0.059 3.561
H -1.129 -3.660 5.824
H 5.143 -3.715 -6.246
H -5.816 0.832 4.097
H 2.270 1.828 2.621
H 3.269 -5.227 -3.130
H 2.021 1.862 -3.182
H 2.261 2.377 5.021
H -2.758 -4.060 6.112
H 0.304 1.480 -2.959
H 2.439 -2.766 5.644
H 6.614 3.961 -3.514
H 2.939 -4.232 -5.606
H 3.214 -6.002 -5.442
H -5.658 3.864 -5.076
H -3.018 -3.086 -5.505
H -0.817 -0.665 6.407
H -3.109 4.097 -2.676
H 4.212 2.799 -1.720
H 5.796 2.069 -2.085
H 5.250 -5.472 -6.605
H -2.488 2.684 3.674
H -3.884 -1.024 0.893
H 4.606 5.740 -2.501
H 4.897 4.045 -3.820
H -6.002 0.659 -3.006
H -0.338 2.082 1.592
H 3.906 -3.623 -3.582
H 1.670 -4.956 2.337
H -3.292 -4.242 -4.302
H 1.186 3.198 -4.706
H -3.430 -2.036 -1.919
H -4.132 0.917 2.204
H 0.190 2.799 -0.928
H -2.316 -1.545 4.828
H 6.292 6.126 -2.537
H 1.909 2.340 -0.770
H 0.033 3.448 5.012
H 1.935 -1.610 4.399
H 1.161 -4.555 4.562
H -1.114 1.659 3.859
*
```